(1)
{
  "formula": "C14H22AlO9",
  "method": "wB97M-V/def2-TZVPD",
  "e_homo_ev": -12.678,
  "homo_lumo_gap_ha": 0.186,
  "de_lowest_kcal_mol": 0.00,
  "total_charge": 1,
  "symbols": ["Al", "C", "C", "O", "O", "H", "H", "H", "O", "H", "O", "C", "O", "C", "C", "C", "H", "H", "H", "H", "H", "H", "O", "C", "O", "C", "C", "C", "H", "H", "H", "H", "H", "H", "O", "C", "O", "C", "C", "C", "H", "H", "H", "H", "H", "H"],
  "xyz": [[20.678, 12.593, 16.191], [23.161, 8.791, 14.672], [22.492, 10.099, 14.985], [21.221, 10.118, 14.975], [23.145, 11.101, 15.322], [22.804, 8.421, 13.716], [22.953, 8.099, 15.486], [24.214, 9.052, 14.754], [22.470, 13.822, 17.719], [22.472, 13.433, 18.609], [19.861, 15.351, 16.500], [20.459, 16.417, 16.512], [19.769, 17.543, 16.471], [20.691, 18.669, 16.448], [22.007, 18.069, 15.955], [21.913, 16.561, 16.222], [20.840, 19.078, 17.447], [20.460, 19.479, 15.763], [22.905, 18.538, 16.357], [22.078, 18.246, 14.881], [22.500, 16.089, 17.010], [22.230, 16.066, 15.306], [18.587, 10.796, 16.829], [17.632, 10.208, 17.294], [16.865, 9.522, 16.449], [15.769, 9.023, 17.203], [16.223, 8.808, 18.634], [17.269, 9.968, 18.736], [15.215, 8.240, 16.694], [15.020, 9.814, 17.344], [16.678, 7.842, 18.862], [15.501, 8.926, 19.438], [18.200, 9.804, 19.278], [16.820, 10.819, 19.250], [22.512, 13.810, 14.451], [22.844, 13.586, 13.309], [23.343, 14.552, 12.546], [23.592, 14.062, 11.214], [22.592, 12.922, 10.993], [22.499, 12.391, 12.425], [24.609, 13.693, 11.376], [23.592, 14.850, 10.469], [22.932, 12.195, 10.261], [21.593, 13.266, 10.724], [23.274, 11.623, 12.484], [21.529, 11.990, 12.708]],
  "forces_ev_per_angstrom": [[3.81, -0.06, 0.42], [0.47, 0.25, 0.38], [-0.58, 2.35, 1.28], [-1.50, 0.60, 0.30], [0.07, -0.41, 0.02], [0.27, -0.20, 0.01], [-0.29, -0.10, -0.18], [0.13, -0.45, -0.61], [-2.05, -1.34, -1.46], [-0.12, -0.13, -0.09], [-0.44, -0.95, 0.50], [-0.34, -1.60, -2.17], [0.33, 0.88, 0.47], [1.64, -0.02, 0.25], [0.79, 0.06, -0.22], [0.43, 1.10, 0.04], [-0.55, -0.12, 0.13], [-1.08, -0.27, 0.08], [-0.21, 0.07, 0.33], [-0.04, -0.21, -0.04], [0.04, 0.40, 0.19], [-0.56, -0.57, 0.14], [0.76, 1.21, 0.16], [0.83, -0.17, -0.69], [-0.19, 0.06, 0.60], [-2.39, 0.33, 1.06], [1.73, -0.13, 0.89], [-0.33, -0.34, 0.06], [0.67, -0.36, -0.11], [0.09, 0.24, -0.69], [0.22, -0.01, -0.48], [-0.55, 0.15, -0.53], [-0.07, -0.43, 0.00], [-0.04, 0.29, -0.49], [-0.46, -0.26, 0.73], [-1.49, 0.08, -1.15], [-0.30, 0.69, 0.41], [0.80, -0.83, 0.16], [-0.34, 0.66, 0.74], [0.71, -0.50, -0.11], [0.06, -0.28, -1.05], [-0.17, 0.26, 0.32], [0.04, -0.03, 0.06], [0.22, 0.33, -0.39], [-0.14, -0.09, 0.68], [0.11, -0.18, 0.06]]
}

=====

(2)
{
  "formula": "C14H22ClF3N7O12PS",
  "method": "wB97M-V/def2-TZVPD",
  "e_homo_ev": -8.716,
  "homo_lumo_gap_ha": 0.295,
  "de_lowest_kcal_mol": 10.05,
  "symbols": ["O", "C", "C", "C", "C", "C", "P", "O", "Cl", "C", "N", "S", "N", "C", "C", "C", "F", "F", "F", "H", "H", "H", "H", "H", "H", "H", "C", "N", "O", "O", "H", "H", "H", "C", "N", "O", "O", "H", "H", "H", "C", "N", "O", "O", "H", "H", "H", "C", "N", "O", "O", "H", "H", "H", "C", "N", "O", "O", "H", "H", "H"],
  "xyz": [[3.664, -0.684, -0.974], [3.964, 0.602, -1.474], [2.910, 1.675, -1.102], [1.637, 1.497, -1.922], [0.865, 0.277, -1.759], [-0.247, 0.071, -2.489], [-1.207, -1.496, -2.258], [-1.028, -2.271, -3.717], [-0.114, -2.682, -0.916], [-0.722, 1.031, -3.446], [-1.772, 0.907, -4.226], [-1.764, 2.304, -5.097], [-0.477, 3.024, -4.478], [0.070, 2.234, -3.554], [1.242, 2.455, -2.779], [4.245, 0.462, -2.989], [4.036, 1.575, -3.691], [3.594, -0.589, -3.497], [5.575, 0.174, -3.133], [3.241, -0.611, -0.110], [4.919, 0.903, -1.012], [3.327, 2.685, -1.167], [2.629, 1.487, -0.054], [1.174, -0.490, -1.063], [-0.177, -1.961, -4.070], [1.768, 3.396, -2.917], [-0.623, 0.196, 2.873], [0.014, 0.929, 1.749], [0.833, 0.335, 1.069], [-0.326, 2.079, 1.577], [-0.223, -0.812, 2.902], [-0.388, 0.732, 3.788], [-1.694, 0.183, 2.691], [6.969, -2.480, -4.550], [8.001, -3.553, -4.532], [8.408, -3.960, -5.600], [8.362, -3.946, -3.443], [6.746, -2.231, -5.581], [6.088, -2.864, -4.044], [7.379, -1.623, -4.025], [-3.979, 3.072, 3.911], [-3.878, 1.709, 3.328], [-3.133, 0.912, 3.877], [-4.541, 1.478, 2.344], [-3.334, 3.128, 4.781], [-3.662, 3.777, 3.147], [-5.010, 3.231, 4.186], [-6.227, 2.132, 8.202], [-5.496, 2.926, 7.177], [-5.910, 2.890, 6.035], [-4.534, 3.558, 7.554], [-7.055, 1.625, 7.721], [-5.524, 1.418, 8.622], [-6.581, 2.825, 8.959], [-2.993, -5.225, -0.594], [-3.350, -4.275, 0.494], [-4.089, -4.675, 1.372], [-2.873, -3.165, 0.421], [-3.486, -6.172, -0.403], [-3.332, -4.792, -1.531], [-1.912, -5.340, -0.586]],
  "forces_ev_per_angstrom": [[-0.20, -0.14, -0.34], [0.32, 0.76, 0.90], [-0.59, -0.92, -0.26], [0.53, -0.17, 0.95], [0.49, 0.93, -0.38], [-0.26, -1.93, -0.02], [-1.84, -0.14, -0.26], [0.92, 0.95, 0.86], [0.52, 0.43, -0.46], [1.51, -0.49, 1.48], [0.01, 1.16, -0.75], [-0.09, -0.52, 0.39], [0.35, 0.57, -0.18], [-1.46, -0.43, -0.79], [-0.41, 0.52, -0.52], [1.02, -0.86, 1.09], [-0.32, -0.23, -0.04], [-0.26, 0.63, -0.50], [-0.26, 0.07, -0.19], [0.09, 0.13, -0.06], [-0.16, 0.18, -0.40], [-0.11, -0.23, -0.20], [0.27, 0.18, -0.17], [0.13, 0.20, -0.16], [-0.15, -0.44, -0.38], [0.05, -0.24, 0.07], [0.16, -0.40, -0.15], [-0.04, -0.15, 0.21], [0.07, 0.14, 0.18], [0.08, 0.01, -0.10], [0.07, 0.05, -0.11], [-0.14, 0.11, -0.06], [0.23, 0.03, 0.03], [-0.11, 0.11, -0.16], [-0.05, 0.04, -0.08], [0.04, -0.04, 0.06], [0.02, -0.01, -0.03], [0.07, -0.07, 0.00], [0.07, 0.05, 0.12], [-0.05, -0.07, 0.11], [0.35, 0.17, -0.14], [-0.02, 0.17, 0.11], [-0.45, 0.12, 0.12], [0.07, -0.09, 0.00], [-0.04, -0.07, 0.00], [-0.04, -0.08, -0.07], [-0.02, 0.05, -0.15], [-0.19, -0.16, -0.01], [-0.08, -0.08, 0.06], [-0.20, 0.01, 0.35], [0.00, 0.01, -0.08], [0.05, 0.05, -0.06], [0.04, 0.10, 0.06], [0.12, 0.00, 0.03], [-0.07, -0.23, -0.05], [-0.05, -0.09, -0.03], [0.05, 0.06, 0.01], [-0.15, 0.03, 0.14], [-0.03, 0.06, 0.07], [0.12, 0.08, 0.01], [0.00, 0.14, -0.08]]
}

=====

(3)
{
  "formula": "C14H22FNO",
  "method": "wB97M-V/def2-TZVPD",
  "e_homo_ev": -8.188,
  "homo_lumo_gap_ha": 0.322,
  "de_lowest_kcal_mol": 324.15,
  "symbols": ["C", "H", "H", "H", "C", "N", "H", "C", "H", "C", "H", "C", "C", "H", "O", "C", "C", "C", "C", "C", "C", "H", "H", "F", "H", "H", "H", "H", "H", "H", "H", "C", "H", "H", "H", "C", "H", "H", "H"],
  "xyz": [[-2.925, -2.332, -0.651], [-2.958, -3.240, -0.143], [-2.137, -2.473, -1.581], [-3.880, -2.073, -1.182], [-2.392, -1.370, -0.029], [-2.467, -0.098, -0.681], [-2.110, -0.367, -1.473], [-1.867, 1.256, -0.381], [-2.060, 1.338, 0.722], [-0.316, 1.386, -0.582], [-0.272, 1.562, -1.637], [0.052, 2.877, -0.178], [1.684, 2.791, -0.402], [1.950, 2.910, -1.303], [2.421, 2.138, 0.443], [2.685, 0.844, 0.366], [2.747, 0.159, -0.984], [3.058, -1.046, -1.160], [3.632, -1.642, -0.235], [3.564, -1.172, 1.223], [3.162, 0.085, 1.214], [3.130, 0.629, 2.441], [3.933, -1.716, 1.981], [3.830, -2.984, -0.202], [3.057, -1.258, -2.470], [2.460, 0.920, -1.894], [1.949, 3.809, -0.012], [-0.331, 3.750, -0.624], [-0.127, 2.837, 1.104], [0.255, 0.595, -0.035], [-2.398, 2.159, -0.785], [-1.067, -1.631, 0.534], [-0.297, -1.700, -0.136], [-1.138, -2.675, 1.176], [-0.675, -0.926, 1.351], [-3.330, -0.744, 1.335], [-4.293, -0.565, 0.753], [-3.547, -1.854, 2.104], [-2.981, -0.178, 2.013]],
  "forces_ev_per_angstrom": [[-3.86, -7.23, -10.14], [-0.22, -1.55, 0.78], [-1.80, -0.35, 1.55], [0.58, -0.40, 0.71], [2.91, 12.93, 12.35], [-1.59, 3.45, 0.60], [2.21, -0.81, -6.66], [0.23, -1.84, 3.21], [0.29, 0.32, -0.68], [-3.32, 2.64, 0.16], [0.97, -1.46, -1.12], [3.62, -5.08, 5.05], [-5.72, 6.70, 5.91], [1.95, -0.44, -7.34], [2.11, -2.76, 4.01], [-1.94, 1.33, -11.90], [-4.06, 12.54, 0.91], [-0.86, -1.81, -12.55], [2.36, -6.46, 12.42], [0.37, -0.68, -8.66], [1.88, 0.22, 14.23], [0.19, -1.44, -3.45], [1.06, -1.85, 2.48], [0.76, -0.54, -1.23], [0.14, -0.49, 4.36], [0.58, -2.30, 2.23], [-0.36, 0.06, -0.74], [-0.85, 0.61, -0.80], [0.59, 0.87, -3.64], [-0.39, 1.00, -1.02], [0.20, -1.33, -0.34], [0.48, -2.34, 5.79], [1.95, -0.52, -2.14], [0.43, 2.29, -1.71], [-0.95, -0.57, -1.24], [-4.22, -11.04, -4.82], [1.17, 0.37, 1.57], [0.32, 3.12, -2.22], [2.78, 4.87, 4.10]]
}

=====

(4)
{
  "formula": "C14H22FNO2",
  "method": "wB97M-V/def2-TZVPD",
  "e_homo_ev": -8.338,
  "homo_lumo_gap_ha": 0.338,
  "de_lowest_kcal_mol": 2.77,
  "symbols": ["C", "C", "C", "C", "N", "C", "C", "O", "C", "C", "O", "C", "C", "C", "C", "F", "C", "C", "H", "H", "H", "H", "H", "H", "H", "H", "H", "H", "H", "H", "H", "H", "H", "H", "H", "H", "H", "H", "H", "H"],
  "xyz": [[-0.747, 4.773, 2.083], [0.751, 5.040, 2.009], [1.412, 4.422, 0.777], [1.507, 2.898, 0.821], [0.214, 2.264, 0.632], [0.286, 0.818, 0.641], [-1.098, 0.220, 0.414], [-1.000, -1.180, 0.528], [-2.212, -1.851, 0.278], [-1.990, -3.367, 0.357], [-1.757, -3.974, -0.893], [-0.525, -3.927, -1.477], [0.589, -3.274, -0.963], [1.792, -3.316, -1.648], [1.873, -4.008, -2.840], [3.051, -4.044, -3.506], [0.775, -4.661, -3.373], [-0.420, -4.619, -2.687], [-1.252, 5.212, 1.226], [-1.164, 5.209, 2.988], [-0.934, 3.703, 2.082], [1.235, 4.645, 2.906], [0.922, 6.119, 1.991], [0.862, 4.723, -0.119], [2.427, 4.816, 0.690], [1.886, 2.584, 1.798], [2.236, 2.562, 0.060], [-0.186, 2.580, -0.248], [0.649, 0.501, 1.623], [0.976, 0.412, -0.119], [-1.470, 0.492, -0.586], [-1.804, 0.619, 1.159], [-2.962, -1.549, 1.025], [-2.597, -1.594, -0.720], [-2.906, -3.844, 0.716], [-1.178, -3.575, 1.063], [0.526, -2.709, -0.049], [2.663, -2.812, -1.261], [0.865, -5.192, -4.307], [-1.295, -5.118, -3.070]],
  "forces_ev_per_angstrom": [[0.12, 0.04, 0.24], [-0.12, 0.00, -0.25], [0.10, -0.19, 0.36], [0.13, 0.17, -0.21], [-0.17, -0.10, -0.26], [-0.19, -0.24, -0.09], [0.12, 0.21, 0.09], [0.15, 0.00, 0.03], [-0.08, -0.29, 0.02], [-0.16, 0.48, 0.17], [-0.01, -0.12, -0.25], [0.21, -0.10, -0.20], [-0.31, -0.05, 0.14], [0.16, -0.19, -0.34], [-0.06, 0.07, 0.12], [-0.06, 0.00, 0.02], [0.22, 0.10, 0.05], [-0.09, 0.14, 0.26], [-0.12, 0.04, -0.11], [-0.12, 0.07, 0.06], [-0.12, 0.03, 0.03], [0.09, 0.05, 0.05], [0.05, -0.01, 0.09], [0.03, 0.05, -0.13], [-0.01, 0.01, -0.11], [0.08, 0.01, -0.02], [-0.04, -0.02, 0.15], [0.05, -0.01, 0.08], [0.00, -0.05, -0.05], [-0.03, 0.01, 0.11], [0.01, 0.00, 0.07], [0.05, -0.01, -0.07], [0.05, -0.04, -0.05], [-0.01, -0.05, 0.10], [0.14, 0.08, 0.02], [-0.06, -0.03, 0.00], [-0.02, 0.02, 0.04], [0.10, 0.04, 0.02], [0.03, -0.05, -0.09], [-0.10, -0.07, -0.05]]
}

=====

(5)
{
  "formula": "C14H22MnN2OS3",
  "method": "wB97M-V/def2-TZVPD",
  "s_squared": 6.14,
  "e_homo_ev": [-19.360, -19.713],
  "spin_multiplicity": 5,
  "homo_lumo_gap_ha": [0.248, 0.321],
  "total_charge": 3,
  "symbols": ["Mn", "C", "C", "S", "C", "C", "S", "C", "C", "S", "H", "H", "H", "H", "H", "H", "H", "H", "H", "H", "H", "H", "C", "C", "O", "N", "C", "C", "C", "C", "C", "C", "N", "H", "H", "H", "H", "H", "H", "H", "H", "H", "H"],
  "xyz": [[0.128, 0.285, 0.064], [-0.485, 3.462, -0.712], [-1.824, 3.062, -0.101], [-1.695, 1.702, 1.106], [-3.120, 0.668, 0.700], [-3.194, 0.095, -0.719], [-1.607, -0.283, -1.557], [-1.549, 1.007, -2.863], [-0.177, 1.631, -2.984], [0.562, 2.155, -1.415], [0.164, 3.934, 0.027], [-0.632, 4.196, -1.509], [-2.554, 2.788, -0.858], [-2.224, 3.922, 0.438], [-4.027, 1.243, 0.896], [-3.107, -0.118, 1.455], [-3.714, 0.769, -1.398], [-3.763, -0.835, -0.711], [-2.313, 1.744, -2.634], [-1.828, 0.512, -3.795], [-0.197, 2.494, -3.653], [0.555, 0.936, -3.400], [3.664, 0.935, 2.345], [2.849, 0.211, 1.333], [1.718, 0.696, 0.975], [3.284, -0.901, 0.787], [2.545, -1.654, -0.226], [1.363, -2.382, 0.366], [1.441, -3.719, 0.699], [0.360, -4.345, 1.305], [-0.783, -3.606, 1.573], [-0.808, -2.279, 1.203], [0.234, -1.673, 0.603], [3.112, 1.786, 2.729], [4.593, 1.278, 1.886], [3.919, 0.261, 3.166], [4.191, -1.246, 1.081], [3.235, -2.368, -0.671], [2.252, -0.976, -1.035], [2.347, -4.271, 0.486], [0.412, -5.394, 1.567], [-1.642, -4.049, 2.057], [-1.683, -1.672, 1.394]],
  "forces_ev_per_angstrom": [[-0.04, -0.11, -0.33], [-0.05, 0.06, 0.01], [0.00, 0.06, -0.08], [0.14, -0.04, 0.16], [-0.10, -0.02, -0.02], [-0.07, 0.02, 0.00], [0.10, -0.01, 0.10], [-0.03, 0.05, -0.02], [-0.02, 0.01, -0.08], [0.13, -0.12, 0.05], [0.01, -0.03, 0.02], [-0.02, 0.02, 0.03], [0.00, -0.02, 0.02], [0.00, 0.01, -0.01], [0.01, 0.02, -0.01], [0.01, 0.00, 0.01], [0.00, 0.00, 0.00], [0.02, -0.01, 0.00], [0.01, 0.00, -0.01], [0.01, -0.01, 0.00], [-0.03, 0.00, 0.01], [0.00, 0.00, 0.01], [0.00, -0.09, -0.04], [-0.16, 0.15, -0.03], [-0.02, 0.14, 0.12], [0.07, -0.05, 0.01], [0.10, -0.01, -0.01], [-0.08, 0.03, 0.01], [0.03, -0.01, 0.00], [0.01, -0.01, 0.00], [-0.02, -0.01, 0.02], [0.05, -0.02, -0.03], [-0.05, -0.02, 0.04], [0.00, 0.00, 0.01], [0.01, 0.01, 0.02], [0.03, 0.02, 0.01], [-0.02, -0.01, -0.01], [-0.02, -0.01, 0.01], [-0.03, 0.02, 0.01], [0.00, 0.00, 0.00], [0.00, 0.00, 0.00], [0.00, 0.01, 0.00], [-0.02, 0.01, 0.00]]
}